This record from the OMol25 dataset describes a structure of composition C31H66As2BBrCoF2GeNOSeSi. The level of theory is ωB97M-V with the def2-TZVPD basis set.

LUMO energy (spin up / spin down): -0.06387 / -0.05671 Eh
Kohn-Sham gap (spin up / spin down): 0.306 / 0.344 Ha
2S+1: 2
energy above the lowest of the compared OMol25 structures with the same formula, charge and spin: 4.4 kJ/mol
molar mass: 986.02 g mol⁻¹
net charge: +1
E_HOMO (spin up / spin down): -10.055 / -10.900 eV

Last column: Mulliken spin population.
Cartesian coordinates (Å):
Co (-0.371, 0.503, 1.762)  0.944
C (-1.171, 0.265, 5.689)  0.007
As (-0.006, 0.769, 4.213)  0.043
C (0.405, 2.612, 4.696)  0.001
C (1.679, -0.092, 4.684)  0.010
C (2.029, -0.378, 6.000)  -0.003
C (3.264, -0.936, 6.294)  -0.001
C (4.165, -1.205, 5.274)  0.001
C (3.821, -0.931, 3.959)  -0.001
C (2.578, -0.386, 3.655)  0.009
As (2.032, -0.046, 1.816)  0.002
C (3.381, 1.221, 1.208)  -0.003
C (2.641, -1.652, 0.899)  0.000
H (-0.816, 0.683, 6.629)  0.001
H (-1.216, -0.820, 5.770)  0.000
H (-2.167, 0.651, 5.478)  0.000
H (0.673, 2.686, 5.749)  0.001
H (-0.467, 3.232, 4.491)  0.001
H (1.236, 2.954, 4.080)  -0.001
H (1.339, -0.166, 6.808)  0.000
H (3.525, -1.159, 7.321)  0.000
H (5.133, -1.633, 5.502)  0.000
H (4.531, -1.151, 3.170)  0.000
H (4.358, 0.740, 1.174)  0.000
H (3.427, 2.067, 1.892)  0.000
H (3.112, 1.574, 0.213)  0.000
H (3.645, -1.931, 1.214)  -0.001
H (2.641, -1.452, -0.172)  0.000
H (1.962, -2.477, 1.109)  0.000
C (-0.917, -2.371, -3.820)  0.000
C (0.221, -1.352, -3.969)  0.004
C (1.436, -1.933, -3.227)  0.000
C (0.575, -1.252, -5.463)  0.001
Si (-0.329, 0.367, -3.309)  0.001
Br (-0.067, 0.190, -1.006)  0.046
C (0.879, 1.798, -3.741)  0.003
C (0.624, 2.299, -5.173)  0.002
C (2.336, 1.319, -3.652)  0.002
C (0.752, 2.993, -2.780)  -0.001
C (-2.174, 0.765, -3.619)  0.002
C (-2.474, 2.240, -3.318)  0.000
C (-3.105, -0.068, -2.721)  0.001
C (-2.538, 0.502, -5.090)  0.003
H (-0.555, -3.351, -4.142)  0.000
H (-1.778, -2.128, -4.441)  0.000
H (-1.254, -2.464, -2.785)  0.000
H (1.648, -2.926, -3.637)  0.000
H (1.247, -2.052, -2.159)  0.000
H (2.336, -1.335, -3.346)  0.000
H (0.800, -2.253, -5.842)  0.000
H (1.458, -0.636, -5.637)  0.000
H (-0.243, -0.852, -6.065)  0.000
H (0.717, 1.506, -5.916)  0.000
H (1.365, 3.065, -5.420)  0.000
H (-0.361, 2.754, -5.285)  0.000
H (2.575, 0.575, -4.410)  0.000
H (2.570, 0.902, -2.670)  -0.001
H (3.000, 2.173, -3.817)  0.000
H (-0.221, 3.477, -2.830)  0.000
H (1.503, 3.740, -3.056)  0.000
H (0.938, 2.702, -1.744)  0.000
H (-2.190, 2.513, -2.302)  0.000
H (-3.550, 2.408, -3.416)  0.000
H (-1.975, 2.918, -4.011)  0.000
H (-2.916, 0.106, -1.662)  -0.001
H (-3.031, -1.137, -2.909)  0.000
H (-4.139, 0.226, -2.924)  0.000
H (-1.913, 1.063, -5.787)  0.000
H (-3.574, 0.813, -5.257)  0.000
H (-2.474, -0.554, -5.349)  0.000
F (-3.166, 0.533, 0.888)  0.000
B (-2.290, 0.791, 1.886)  -0.104
F (-2.942, 1.251, 2.980)  -0.003
C (1.604, 4.774, 1.439)  -0.001
N (0.208, 4.689, 1.035)  0.001
C (-0.424, 5.940, 0.630)  0.000
C (-0.428, 3.511, 1.022)  0.017
C (-1.843, 3.461, 0.526)  -0.020
O (0.144, 2.482, 1.428)  0.026
H (2.176, 5.288, 0.664)  0.000
H (1.999, 3.774, 1.573)  0.001
H (1.699, 5.331, 2.372)  0.000
H (0.161, 6.761, 1.037)  0.000
H (-1.432, 6.022, 1.027)  0.000
H (-0.452, 6.045, -0.457)  0.000
H (-2.071, 4.233, -0.204)  0.000
H (-2.528, 3.570, 1.370)  -0.002
H (-2.010, 2.484, 0.082)  0.004
C (-1.583, -5.884, -0.719)  0.000
Ge (-1.032, -4.953, 0.908)  0.000
C (-2.162, -5.448, 2.425)  0.000
C (0.840, -5.325, 1.331)  -0.001
C (-1.197, -3.005, 0.560)  0.007
Se (-0.890, -1.913, 2.145)  0.008
C (-2.692, -2.036, 2.865)  -0.002
H (-1.533, -6.963, -0.575)  0.000
H (-0.932, -5.622, -1.551)  0.000
H (-2.607, -5.622, -0.989)  0.000
H (-2.036, -6.508, 2.648)  0.000
H (-3.217, -5.272, 2.212)  0.000
H (-1.881, -4.887, 3.317)  0.000
H (0.976, -6.392, 1.514)  0.000
H (1.151, -4.788, 2.228)  0.000
H (1.495, -5.040, 0.505)  0.000
H (-2.179, -2.727, 0.171)  0.000
H (-0.458, -2.687, -0.170)  -0.004
H (-2.890, -3.065, 3.150)  0.000
H (-3.404, -1.702, 2.115)  0.000
H (-2.743, -1.392, 3.740)  0.000